1.
A 2-piece molecular cluster, C3H11N3O overall at a distorted geometry, computed with ωB97M-V/def2-TZVPD.

```
! wB97M-V def2-TZVPD RIJCOSX def2/J DEFGRID3
* xyz 0 1
C 0.109 -0.486 -3.239
C 0.818 0.127 -2.003
N 0.026 0.046 -0.751
C 0.550 0.575 0.555
N 1.777 0.246 1.025
N -0.064 1.575 1.174
H -0.806 0.053 -3.439
H 0.710 -0.413 -4.163
H -0.221 -1.534 -3.265
H 0.888 1.193 -2.133
H 1.810 -0.330 -1.858
H -0.890 0.263 -1.032
H 1.779 0.566 1.986
H 2.022 -0.726 0.914
H 0.124 1.272 2.070
H -3.417 -0.719 5.237
H -2.501 -0.535 4.104
O -2.715 -1.172 4.816
*
```

LUMO = 0.70 eV
gap between HOMO and LUMO = 0.3572 Ha
HOMO energy = -0.33136 Eh

Löwdin atomic charge list, values in e, 2 entries: atom 1 (C): -0.10, atom 2 (C): -0.26

---

2.
One molecule with the formula C3H4N2O, computed with ωB97M-V/def2-TZVPD.

```
! wB97M-V def2-TZVPD RIJCOSX def2/J DEFGRID3
* xyz 0 1
C 0.025 -1.343 -1.249
C 0.347 -0.087 -0.494
N -0.424 0.055 0.687
C -0.271 1.048 1.406
N -0.038 1.918 2.206
O 1.191 0.713 -0.823
H 0.070 -2.203 -0.575
H 0.735 -1.459 -2.068
H -0.996 -1.285 -1.640
H -0.639 2.644 2.548
*
```

LUMO = 0.80 eV
gap between HOMO and LUMO = 0.4015 Ha
HOMO energy = -0.37211 Eh

Löwdin atomic charge list, values in e, 2 entries: atom 1 (C): -0.02, atom 2 (C): -0.52

---

3.
C14H35Cl2N2PSSc as an isolated structure at a distorted geometry, computed with ωB97M-V/def2-TZVPD.

```
! wB97M-V def2-TZVPD RIJCOSX def2/J DEFGRID3
* xyz -1 1
Sc -0.174 -0.278 -1.960
Cl 1.944 -0.966 -1.298
Cl -1.994 -1.721 -2.165
H -0.088 1.689 -2.368
H 0.617 1.501 -2.013
P 0.180 0.086 -4.583
C 1.764 -0.576 -5.394
C -1.053 -0.781 -5.711
C 0.146 1.869 -5.185
C 2.269 -1.857 -4.718
H 2.470 0.247 -5.178
C 1.787 -0.841 -6.911
H 1.246 -1.755 -7.179
H 2.835 -0.999 -7.193
H 1.417 -0.015 -7.520
H 2.415 -1.712 -3.641
H 3.238 -2.125 -5.166
H 1.587 -2.704 -4.874
H 1.098 2.249 -4.768
C -0.996 2.744 -4.644
C 0.182 2.068 -6.716
H 1.153 1.846 -7.162
H -0.022 3.125 -6.935
H -0.596 1.484 -7.227
H -0.925 2.923 -3.571
H -1.987 2.329 -4.864
H -0.932 3.724 -5.139
C -1.169 -2.263 -5.355
H -0.627 -0.694 -6.719
C -2.415 -0.098 -5.704
H -0.258 -2.844 -5.539
H -1.997 -2.720 -5.913
H -1.421 -2.368 -4.289
H -2.835 -0.029 -4.691
H -3.115 -0.704 -6.302
H -2.384 0.901 -6.152
C 1.770 1.804 4.345
C 0.510 1.300 3.663
N 0.827 0.806 2.290
C -0.135 0.014 1.702
S -1.022 0.628 0.358
N -0.317 -1.192 2.250
C 0.570 -1.828 3.259
C -0.192 -2.265 4.495
H 2.558 1.037 4.315
H 1.539 2.015 5.397
H 2.139 2.718 3.856
H 0.052 0.494 4.247
H -0.229 2.115 3.565
H 1.037 1.612 1.688
H -0.953 -1.799 1.748
H 1.078 -2.670 2.764
H 1.339 -1.094 3.499
H -0.917 -3.040 4.234
H 0.500 -2.669 5.241
H -0.728 -1.417 4.937
*
```

LUMO (spin up / spin down) = 2.57 / 2.58 eV
gap between HOMO and LUMO (spin up / spin down) = 0.1063 / 0.1027 Ha
HOMO energy (spin up / spin down) = -0.01171 / -0.00798 Eh

Löwdin atomic charge list, values in e, 2 entries: atom 1 (Sc): -0.42, atom 2 (Cl): -0.12

---

4.
A 2-piece molecular cluster, C3H10N overall at a distorted geometry, computed with ωB97M-V/def2-TZVPD.

```
! wB97M-V def2-TZVPD RIJCOSX def2/J DEFGRID3
* xyz 1 1
C 1.051 -0.863 0.194
C -1.340 -0.464 0.186
C 0.285 1.382 0.080
N -0.008 -0.051 -0.250
H 0.778 -1.315 1.208
H 0.994 -1.770 -0.288
H 2.057 -0.502 0.152
H -1.940 0.413 0.094
H -1.780 -1.268 -0.314
H -1.292 -0.593 1.238
H 1.137 1.564 -0.611
H -0.466 1.913 -0.495
H 0.373 1.530 1.144
H 0.183 0.222 -2.089
*
```

LUMO (spin up / spin down) = -7.31 / -6.59 eV
gap between HOMO and LUMO (spin up / spin down) = 0.3392 / 0.3633 Ha
HOMO energy (spin up / spin down) = -0.60778 / -0.60544 Eh

Löwdin atomic charge list, values in e, 2 entries: atom 1 (C): -0.08, atom 2 (C): -0.01

---

5.
One molecule with the formula C5H5N3 at a distorted geometry, computed with ωB97M-V/def2-TZVPD.

```
! wB97M-V def2-TZVPD RIJCOSX def2/J DEFGRID3
* xyz 0 1
C -2.082 0.373 0.154
C 0.763 -0.171 -0.161
C 2.155 -0.477 0.022
C 3.311 -0.716 -0.010
C 0.717 1.359 -0.266
H -3.184 0.102 -0.081
H -1.679 0.441 1.265
H -1.771 1.386 -0.377
H -1.971 -1.708 -0.043
H 4.262 -1.151 0.047
N -1.415 -0.844 -0.351
N -0.111 -1.124 -0.104
N 1.004 2.531 -0.095
*
```

LUMO = -0.17 eV
gap between HOMO and LUMO = 0.3286 Ha
HOMO energy = -0.33491 Eh

Löwdin atomic charge list, values in e, 2 entries: atom 1 (C): -0.12, atom 2 (C): -0.31

---

6.
A 4-piece molecular cluster, C4H12N4O8 overall at a distorted geometry, computed with ωB97M-V/def2-TZVPD.

```
! wB97M-V def2-TZVPD RIJCOSX def2/J DEFGRID3
* xyz 0 1
C 0.368 -5.289 3.357
N 0.912 -3.941 3.300
O 0.178 -3.048 3.152
O 2.125 -3.857 3.462
H 1.141 -5.937 3.771
H 0.281 -5.587 2.312
H -0.451 -5.093 4.048
C 1.598 0.390 -0.416
N 0.969 1.680 0.056
O 1.290 2.133 1.096
O 0.201 2.215 -0.734
H 2.417 0.505 -1.126
H 0.756 -0.154 -0.844
H 1.897 -0.042 0.539
C -3.576 -0.866 2.874
N -3.360 0.173 1.796
O -3.054 -0.235 0.729
O -3.474 1.378 2.074
H -2.815 -0.925 3.653
H -3.421 -1.857 2.447
H -4.455 -0.506 3.409
C 1.279 4.139 -4.940
N 1.815 4.153 -6.363
O 2.480 3.176 -6.737
O 1.554 5.110 -7.074
H 1.626 4.958 -4.310
H 1.522 3.189 -4.464
H 0.196 4.137 -5.067
*
```

LUMO = 0.08 eV
gap between HOMO and LUMO = 0.4081 Ha
HOMO energy = -0.40531 Eh

Löwdin atomic charge list, values in e, 2 entries: atom 1 (C): 0.04, atom 2 (N): -0.51

---

7.
One molecule with the formula C5H7N, computed with ωB97M-V/def2-TZVPD.

```
! wB97M-V def2-TZVPD RIJCOSX def2/J DEFGRID3
* xyz 0 1
C -0.873 1.758 0.030
C -0.930 -1.423 0.282
C -0.363 0.877 -0.817
N 0.760 0.021 -0.596
C 1.237 -0.268 0.705
C 0.481 -1.347 -0.053
H -0.512 1.858 1.049
H -1.740 2.340 -0.258
H -1.405 -2.208 -0.325
H -0.766 0.744 -1.820
H 0.732 0.166 1.565
H 2.315 -0.392 0.781
H 1.065 -2.126 -0.544
*
```

LUMO (spin up / spin down) = -0.49 / -0.42 eV
gap between HOMO and LUMO (spin up / spin down) = 0.2845 / 0.2822 Ha
HOMO energy (spin up / spin down) = -0.30246 / -0.29778 Eh

Löwdin atomic charge list, values in e, 2 entries: atom 1 (C): 0.01, atom 2 (C): 0.18